Record 1
{"formula": "CH7NO2", "method": "ωB97M-V/def2-TZVPD", "species": ["N", "C", "O", "H", "H", "H", "H", "H", "O", "H", "H"], "xyz": [[-0.1472, 0.1422, -0.0403], [-0.7512, -0.5708, 1.1016], [-1.2203, 0.3113, 2.0766], [-0.8506, 0.2344, -0.7605], [0.1596, 1.0759, 0.1693], [-1.6248, -1.0647, 0.7108], [0.0476, -1.2906, 1.4266], [-0.5180, 0.6480, 2.7466], [1.7877, 0.5032, -2.6820], [1.5594, -0.3770, -2.9966], [1.5578, 0.3881, -1.7520]], "mulliken_charge": [-0.493, -0.272, -0.556, 0.235, 0.254, 0.266, 0.235, 0.339, -0.672, 0.313, 0.351], "e_above_lowest_kcal_mol": 6.69, "homo_ev": -9.872, "lumo_ev": 0.75, "gap_ha": 0.3903, "smiles": "NCO.O"}



Record 2
{"formula": "CH7NO3", "method": "ωB97M-V/def2-TZVPD", "species": ["N", "C", "O", "H", "H", "H", "O", "H", "H", "O", "H", "H"], "xyz": [[0.9385, 0.8543, -1.1581], [-0.3033, 1.3148, -0.8428], [-0.8948, 1.2098, 0.2210], [1.4351, 0.2412, -0.5022], [1.4771, 1.6030, -1.5676], [-0.5801, 2.1444, -1.5175], [1.1597, -1.5414, -0.0032], [1.8947, -1.5865, 0.6225], [0.4463, -1.9122, 0.5549], [-1.0718, -1.2434, 1.3447], [-1.3251, -0.3564, 1.0028], [-1.5525, -1.2207, 2.1807]], "mulliken_charge": [-0.285, 0.059, -0.631, 0.239, 0.268, 0.328, -0.688, 0.314, 0.344, -0.649, 0.392, 0.309], "e_above_lowest_kcal_mol": 8.71, "homo_ev": -10.104, "lumo_ev": 0.89, "gap_ha": 0.4041, "smiles": "NC=O.O.O"}



Record 3
{"formula": "CH7NO3Si", "method": "ωB97M-V/def2-TZVPD", "species": ["C", "N", "O", "O", "O", "Si", "H", "H", "H", "H", "H", "H", "H"], "xyz": [[-3.2830, -0.4790, -0.4983], [2.5348, -0.0286, 0.8772], [0.5677, -0.6105, -0.9569], [-2.0793, -0.1783, -0.0260], [-4.0623, -0.4394, 0.5223], [1.4956, 0.7183, -0.3703], [3.0235, -0.7695, 0.3804], [2.9979, 0.7072, 1.4486], [0.8846, -1.5354, -0.7173], [-1.4698, -0.2945, -0.7107], [-3.5957, -0.2281, 1.3361], [2.3648, 1.2400, -1.4681], [0.6212, 1.8979, 0.1829]], "mulliken_charge": [-0.201, -0.571, -0.553, -0.289, -0.218, 0.473, 0.255, 0.238, 0.333, 0.427, 0.287, -0.090, -0.090], "e_above_lowest_kcal_mol": 7.77, "homo_ev": -9.268, "lumo_ev": 0.51, "gap_ha": 0.3594}



Record 4
{"formula": "CH7NOS", "method": "ωB97M-V/def2-TZVPD", "species": ["N", "C", "O", "H", "H", "H", "H", "H", "S", "H", "H"], "xyz": [[0.8074, -2.3233, -0.3358], [0.3686, -1.0628, 0.1682], [-0.2808, -0.2742, -0.8354], [1.5369, -2.1672, -1.0193], [0.0391, -2.8124, -0.7833], [1.2443, -0.5474, 0.5608], [-0.3221, -1.2241, 0.9912], [-0.1662, 0.6465, -0.5769], [-1.5557, 3.0745, 0.9339], [-1.0869, 2.7257, -0.2674], [-0.5846, 3.9646, 1.1640]], "mulliken_charge": [-0.599, -0.236, -0.495, 0.247, 0.240, 0.307, 0.290, 0.253, -0.273, 0.109, 0.159], "e_above_lowest_kcal_mol": 0.92, "homo_ev": -9.953, "lumo_ev": 0.65, "gap_ha": 0.3895, "smiles": "NCO.S"}



Copy entry 4 word for word.
{"formula": "CH7NOS", "method": "ωB97M-V/def2-TZVPD", "species": ["N", "C", "O", "H", "H", "H", "H", "H", "S", "H", "H"], "xyz": [[0.8074, -2.3233, -0.3358], [0.3686, -1.0628, 0.1682], [-0.2808, -0.2742, -0.8354], [1.5369, -2.1672, -1.0193], [0.0391, -2.8124, -0.7833], [1.2443, -0.5474, 0.5608], [-0.3221, -1.2241, 0.9912], [-0.1662, 0.6465, -0.5769], [-1.5557, 3.0745, 0.9339], [-1.0869, 2.7257, -0.2674], [-0.5846, 3.9646, 1.1640]], "mulliken_charge": [-0.599, -0.236, -0.495, 0.247, 0.240, 0.307, 0.290, 0.253, -0.273, 0.109, 0.159], "e_above_lowest_kcal_mol": 0.92, "homo_ev": -9.953, "lumo_ev": 0.65, "gap_ha": 0.3895, "smiles": "NCO.S"}